Arrangement w

The following is a quantum chemistry calculation of 2 unconnected molecules or ions with the total composition C3H8N3, from OMol25.

Results
Net charge = +1
HOMO level (spin up / spin down) = -14.6 / -14.5 eV
Frontier orbital gap (spin up / spin down) = 8.2 / 8.1 eV
LUMO energy (spin up / spin down) = -6.35 / -6.40 eV

Each line ends with the Löwdin charge.
Geometry (Å):
1 N 0.58 1.07 0.47  0.0534
2 N -1.10 1.31 -0.95  0.1019
3 N -0.18 -0.12 0.69  -0.1099
4 C -0.04 1.82 -0.52  -0.1882
5 C -1.18 -0.02 -0.52  -0.1036
6 C 0.62 -1.36 0.53  -0.0116
7 H -0.77 -0.55 -1.39  0.1403
8 H 0.28 2.65 -0.94  0.0948
9 H -2.19 -0.30 -0.33  0.1332
10 H -0.74 -0.13 1.58  0.2149
11 H 2.25 0.61 0.09  0.3835
12 H 0.83 -1.44 -0.51  0.0807
13 H 1.60 -1.29 0.96  0.0791
14 H 0.06 -2.26 0.84  0.1315

Arrangement x

The following is a quantum chemistry calculation of a gas-phase ion, C3H8N3 (charge +1), from OMol25.

Results
Net charge = +1
HOMO level = -14.8 eV
Frontier orbital gap = 11.2 eV
LUMO energy = -3.65 eV

Each line ends with the Löwdin charge.
Geometry (Å):
1 N 0.54 -0.90 -0.28  0.0112
2 N -2.17 0.00 0.35  0.1829
3 N -0.47 1.52 -0.20  0.0987
4 C 0.77 1.56 0.13  0.0087
5 C 1.54 0.15 0.16  -0.1528
6 C -1.24 0.49 -0.51  -0.1741
7 H -2.11 0.04 1.31  0.0980
8 H 0.26 -1.51 0.51  0.1088
9 H 1.26 2.48 0.33  0.1153
10 H 2.18 0.07 1.18  0.1640
11 H 0.86 -1.49 -1.13  0.1511
12 H -3.01 -0.39 0.00  0.1151
13 H 2.39 0.19 -0.56  0.1143
14 H -1.56 0.45 -1.55  0.1589

It is arrangement x that is most stable; the runner-up trails by 0.1751 hartree.

Arrangement w

The following is a quantum chemistry calculation of 2 unconnected molecules or ions with the total composition C3H8N3, from OMol25.

Results
Net charge = +1
HOMO level = -15.7 eV
Frontier orbital gap = 8.8 eV
LUMO energy = -6.92 eV

Each line ends with the Löwdin charge.
Geometry (Å):
1 N 1.02 1.41 1.90  0.1698
2 N 0.89 0.74 -0.23  0.1022
3 N 1.92 0.24 0.27  0.1173
4 C -0.93 -1.60 -1.55  -0.0381
5 C 2.02 0.63 1.57  0.0151
6 C 0.20 1.53 0.72  -0.1220
7 H -0.29 -0.74 -1.34  -0.0315
8 H -1.13 -2.14 -0.64  0.0172
9 H -0.42 -2.25 -2.25  0.0255
10 H -0.84 1.21 0.85  0.1799
11 H 0.15 2.56 0.34  0.1836
12 H 2.84 0.34 2.21  0.1643
13 H 0.83 1.83 2.80  0.1931
14 H -1.86 -1.25 -1.98  0.0236

Arrangement x

The following is a quantum chemistry calculation of a gas-phase ion, C3H8N3 (charge +1), from OMol25.

Results
Net charge = +1
HOMO level = -14.0 eV
Frontier orbital gap = 10.5 eV
LUMO energy = -3.55 eV

Each line ends with the Löwdin charge.
Geometry (Å):
1 N -0.70 -1.17 0.01  0.1140
2 N 1.40 -0.25 -0.07  0.0777
3 N -0.52 1.07 -0.36  -0.0342
4 C 0.79 1.06 0.22  -0.1358
5 C 0.60 -1.29 -0.08  -0.0846
6 C -1.38 0.12 0.19  -0.1718
7 H -0.81 1.45 -1.22  0.1245
8 H -1.13 -2.04 -0.29  0.1695
9 H 1.51 1.88 -0.11  0.1688
10 H -1.70 0.34 1.27  0.1726
11 H -2.19 0.18 -0.39  0.1017
12 H 1.14 -2.23 -0.14  0.1693
13 H 0.55 1.08 1.27  0.1274
14 H 2.44 -0.20 -0.28  0.2009

Arrangement y

The following is a quantum chemistry calculation of a gas-phase ion, C3H8N3 (charge +1), from OMol25.

Results
Net charge = +1
HOMO level = -15.4 eV
Frontier orbital gap = 11.8 eV
LUMO energy = -3.60 eV

Each line ends with the Löwdin charge.
Geometry (Å):
1 N 1.77 -0.33 -0.44  0.1167
2 N -0.33 -0.78 0.52  0.0696
3 N 0.10 1.41 0.18  0.1016
4 C -1.00 1.16 -0.35  -0.0993
5 C -1.42 -0.25 -0.30  -0.0775
6 C 0.74 0.27 0.67  -0.2467
7 H 1.38 0.26 1.63  0.1965
8 H -2.37 -0.57 0.25  0.1712
9 H -1.37 -0.66 -1.34  0.1569
10 H 1.83 0.32 -1.19  0.0770
11 H 0.21 -1.38 -0.20  0.1898
12 H -0.65 -1.14 1.39  0.1648
13 H -1.46 2.02 -0.89  0.1561
14 H 2.56 -0.34 0.08  0.0233

Arrangement z

The following is a quantum chemistry calculation of a molecular structure, C3H8N3, from OMol25.

Results
Net charge = +1
HOMO level (spin up / spin down) = -14.1 / -13.1 eV
Frontier orbital gap (spin up / spin down) = 9.1 / 9.5 eV
LUMO energy (spin up / spin down) = -4.99 / -3.61 eV

Each line ends with the Löwdin charge.
Geometry (Å):
1 N -0.15 -1.20 -0.76  0.0840
2 N 0.19 0.17 0.81  0.0286
3 N -0.16 1.22 -1.03  0.0418
4 C -0.74 0.07 -0.47  -0.1648
5 C 0.88 1.20 -0.01  -0.0974
6 C 0.39 -1.27 0.59  -0.1432
7 H 1.86 0.91 -0.44  0.1616
8 H 1.47 -1.77 0.73  0.1859
9 H -0.57 -2.02 -1.18  0.1432
10 H -0.15 -1.80 1.30  0.1047
11 H 0.86 2.07 0.57  0.1162
12 H 0.05 0.43 1.86  0.2521
13 H -0.27 1.92 -1.87  0.2177
14 H -3.66 0.08 -0.10  0.0698

It is arrangement x that is most stable; the runner-up trails by 0.0498 hartree.

Arrangement w

The following is a quantum chemistry calculation of a molecular structure, C5H6NO, from OMol25.

Results
Net charge = +1
HOMO level (spin up / spin down) = -14.7 / -15.0 eV
⟨S²⟩ = 2.06
Frontier orbital gap (spin up / spin down) = 8.7 / 7.3 eV
Spin multiplicity = 3
LUMO energy (spin up / spin down) = -6.06 / -7.72 eV

Each line ends with the Löwdin charge.
Geometry (Å):
1 O 3.44 0.43 0.14  0.2722
2 N 2.29 0.27 -0.10  0.0869
3 C -1.28 0.12 -0.69  -0.1408
4 C -1.39 0.17 0.78  -0.0136
5 C 1.26 -1.32 -0.12  0.3970
6 C 0.98 -0.03 -0.05  -0.2526
7 C -0.18 0.84 -0.07  -0.1421
8 H 1.32 -2.38 -0.10  0.1246
9 H -1.31 -0.70 1.38  0.0988
10 H -2.00 0.60 -1.32  0.1277
11 H -1.04 -0.83 -1.10  0.1116
12 H 0.02 1.94 -0.07  0.1833
13 H -2.11 0.88 1.32  0.1468

Arrangement x

The following is a quantum chemistry calculation of a gas-phase ion, C5H6NO (charge +1), from OMol25.

Results
Net charge = +1
HOMO level (spin up / spin down) = -13.7 / -15.0 eV
⟨S²⟩ = 2.04
Frontier orbital gap (spin up / spin down) = 10.0 / 7.7 eV
Spin multiplicity = 3
LUMO energy (spin up / spin down) = -3.67 / -7.31 eV

Each line ends with the Löwdin charge.
Geometry (Å):
1 O -1.24 -1.86 -0.36  0.1306
2 N 0.24 0.36 -0.57  -0.0154
3 C 1.79 -1.57 0.32  0.4377
4 C -0.96 0.39 0.44  0.0361
5 C 1.28 -0.52 -0.19  -0.3932
6 C 1.53 0.92 -0.15  0.0158
7 C -1.76 -0.99 0.22  -0.1733
8 H 2.30 1.13 -1.01  0.1885
9 H -2.66 -0.96 0.74  0.1137
10 H 1.53 1.35 0.85  0.1468
11 H -1.54 1.15 -0.04  0.1302
12 H -0.06 0.20 -1.62  0.2584
13 H -0.45 0.41 1.37  0.1241

It is arrangement w that is most stable; the runner-up trails by 0.0136 hartree.

Arrangement w

The following is a quantum chemistry calculation of a gas-phase ion, C5H11NO (charge -1), from OMol25.

Results
Net charge = -1
HOMO level (spin up / spin down) = 0.5 / -3.1 eV
⟨S²⟩ = 0.75
Frontier orbital gap (spin up / spin down) = 3.2 / 6.8 eV
Spin multiplicity = 2
LUMO energy (spin up / spin down) = 3.72 / 3.68 eV

Each line ends with the Löwdin charge.
Geometry (Å):
1 O -1.72 -1.98 1.97  -0.2369
2 N 1.85 2.30 0.45  -0.0386
3 C -0.55 -1.90 -0.18  -0.2843
4 C -1.67 -2.28 0.73  -0.5085
5 C 0.32 0.47 0.07  -0.2928
6 C 0.74 1.80 -0.46  -0.3012
7 C -0.65 -0.42 -0.67  -0.2446
8 H 1.95 3.30 0.30  0.0379
9 H -0.22 -0.60 -1.72  0.0968
10 H -1.56 0.14 -0.84  0.0897
11 H -0.13 0.57 1.07  0.1211
12 H 1.28 -0.03 0.29  0.1062
13 H -2.31 -3.11 0.29  0.0396
14 H 1.23 1.68 -1.45  0.1047
15 H -0.02 2.57 -0.62  0.0946
16 H 0.45 -2.05 0.33  0.0971
17 H -0.50 -2.68 -0.95  0.0718
18 H 1.52 2.21 1.40  0.0474

Arrangement x

The following is a quantum chemistry calculation of a gas-phase ion, C5H11NO (charge -1), from OMol25.

Results
Net charge = -1
HOMO level (spin up / spin down) = 0.6 / -3.1 eV
⟨S²⟩ = 0.75
Frontier orbital gap (spin up / spin down) = 3.5 / 7.2 eV
Spin multiplicity = 2
LUMO energy (spin up / spin down) = 4.14 / 4.02 eV

Each line ends with the Löwdin charge.
Geometry (Å):
1 O 0.59 -1.02 -2.07  -0.2220
2 N -1.65 1.30 0.30  -0.0132
3 C 0.87 0.87 0.28  -0.2183
4 C -0.05 -1.59 0.19  -0.2966
5 C -0.34 1.60 -0.32  -0.3058
6 C 0.55 -0.46 1.05  -0.2449
7 C 0.56 -1.89 -1.15  -0.4762
8 H -0.43 1.56 -1.41  0.0864
9 H 1.56 -0.80 1.30  0.0816
10 H 0.08 -2.52 0.78  0.0765
11 H 1.74 0.76 -0.37  0.0893
12 H -1.16 -1.56 0.17  0.0696
13 H -2.01 0.54 -0.27  0.0468
14 H 0.94 -2.91 -1.41  0.0368
15 H -0.09 2.68 -0.22  0.0875
16 H 1.20 1.53 1.10  0.0842
17 H -0.13 -0.21 1.86  0.0770
18 H -2.23 2.12 0.18  0.0413

It is arrangement x that is most stable; the runner-up trails by 0.0076 hartree.

Arrangement w

The following is a quantum chemistry calculation of C16H18N2O3S2 in the gas phase, from OMol25.

Results
Net charge = 0
HOMO level = -9.0 eV
Frontier orbital gap = 9.6 eV
LUMO energy = 0.57 eV

Each line ends with the Löwdin charge.
Geometry (Å):
1 S -3.66 -0.86 -0.62  1.0457
2 S -2.12 1.30 0.85  0.5984
3 O -0.82 -0.99 -1.59  0.0107
4 O -0.81 1.39 1.42  -0.2813
5 O -3.22 1.86 1.58  -0.2796
6 N -2.08 2.04 -0.63  -0.1245
7 N 0.99 -0.16 -0.56  -0.0306
8 C -0.83 2.36 -1.26  -0.2250
9 C -2.08 -1.47 1.31  -0.1584
10 C 5.63 0.90 0.45  -0.0870
11 C -3.51 -2.51 -0.16  -0.3786
12 C -2.65 -2.68 0.87  -0.1677
13 C 3.31 0.38 0.05  -0.1425
14 C 4.92 -1.38 0.28  -0.0388
15 C 2.52 -1.99 -0.14  -0.1034
16 C 1.90 0.89 -0.17  -0.0973
17 C 1.17 -1.37 0.21  -0.1289
18 C -2.52 -0.41 0.58  -0.6227
19 C 3.61 -0.97 0.07  -0.1741
20 C -0.25 1.25 -2.15  -0.0732
21 C 5.93 -0.45 0.46  -0.0867
22 C 4.33 1.31 0.24  -0.0397
23 C -0.05 -0.06 -1.40  -0.4622
24 H 1.54 1.35 0.76  0.1293
25 H -0.96 3.27 -1.85  0.1263
26 H -0.96 1.04 -2.95  0.1242
27 H 5.15 -2.43 0.29  0.1120
28 H -2.42 -3.64 1.30  0.1059
29 H 6.41 1.64 0.60  0.1009
30 H -4.08 -3.25 -0.69  0.0676
31 H 2.51 -2.31 -1.18  0.1319
32 H 1.13 -1.12 1.28  0.1387
33 H 0.68 1.59 -2.60  0.1161
34 H 2.70 -2.87 0.48  0.1209
35 H 0.35 -2.05 -0.04  0.1179
36 H 1.93 1.67 -0.94  0.1244
37 H -2.84 1.80 -1.24  0.0991
38 H 4.09 2.37 0.23  0.1148
39 H -0.15 2.58 -0.43  0.0999
40 H 6.95 -0.78 0.62  0.1008
41 H -1.37 -1.37 2.11  0.1168

Arrangement x

The following is a quantum chemistry calculation of C16H18N2O3S2 in the gas phase, from OMol25.

Results
Net charge = 0
HOMO level = -8.8 eV
Frontier orbital gap = 7.9 eV
LUMO energy = -0.90 eV

Each line ends with the Löwdin charge.
Geometry (Å):
1 S -4.27 -0.72 1.40  0.8843
2 S -4.57 -2.45 -0.92  0.7401
3 O -0.52 -0.31 -2.24  0.1747
4 O 0.56 1.57 -2.82  0.0421
5 O -1.47 1.70 -1.96  0.0320
6 N -0.20 -2.61 1.05  0.0777
7 N -2.33 -2.41 0.47  -0.1308
8 C 4.27 -0.76 1.49  -0.0476
9 C -1.96 -3.71 0.18  -0.0855
10 C -1.73 1.69 -0.55  -0.1689
11 C 1.78 2.21 -0.34  -0.0428
12 C -3.61 -1.89 0.25  -1.0833
13 C -3.17 1.27 -0.28  -0.1906
14 C 2.11 2.31 1.00  -0.0689
15 C 3.06 0.18 -0.51  0.0112
16 C -3.34 0.82 1.18  -0.4730
17 C 2.23 1.13 -1.10  -0.1894
18 C 1.85 1.01 -2.55  -0.1104
19 C 2.92 1.34 1.59  -0.0496
20 C -0.47 0.88 -2.32  -0.5952
21 C -0.66 -3.81 0.55  -0.1309
22 C 3.41 0.28 0.83  -0.2641
23 C -1.21 -1.81 1.00  -0.1631
24 H -2.61 -4.45 -0.23  0.0970
25 H 3.43 -0.65 -1.09  0.1216
26 H 3.71 -1.31 2.24  0.0837
27 H -1.20 -0.78 1.33  0.1012
28 H 1.87 -0.03 -2.86  0.1287
29 H -1.05 1.00 -0.06  0.1071
30 H -3.80 2.14 -0.44  0.1163
31 H 4.67 -1.46 0.76  0.0733
32 H 5.10 -0.28 2.00  0.0793
33 H -3.96 1.54 1.71  0.0702
34 H 2.55 1.54 -3.19  0.1381
35 H -2.39 0.80 1.71  0.0598
36 H -3.44 0.48 -0.98  0.0971
37 H 3.16 1.42 2.64  0.1111
38 H 1.73 3.15 1.57  0.1012
39 H -0.03 -4.68 0.47  0.0969
40 H -1.57 2.70 -0.17  0.1328
41 H 1.14 2.94 -0.82  0.1164

It is arrangement w that is most stable; the runner-up trails by 0.0317 hartree.